Entry from the OMol25 dataset: C11H13NO2 in the gas phase (ωB97M-V/def2-TZVPD).

The calculation puts the relative energy (zero: lowest compared OMol25 entry of this formula, charge and spin) at 22.20 kcal per mole. As for the HOMO energy: -8.83 eV. As for the SMILES: O=C(/C=C/c1ccccc1)NCCO. For the total energy, the calculation gives -632.1941 Ha.

```
! RIJCOSX wB97M-V def2-TZVPD def2/J DEFGRID3
* xyz 0 1
O 2.10 2.48 0.07
C 1.57 1.38 0.10
C 0.12 1.21 -0.13
C -0.64 0.22 0.35
C -2.07 0.07 0.15
C -2.66 -1.16 0.44
C -4.01 -1.37 0.25
C -4.81 -0.34 -0.23
C -4.24 0.89 -0.51
C -2.88 1.10 -0.33
N 2.26 0.25 0.38
C 3.70 0.24 0.49
C 4.32 -0.65 -0.59
O 3.90 -2.00 -0.47
H -0.31 2.03 -0.70
H -0.18 -0.56 0.93
H -2.05 -1.97 0.82
H -4.45 -2.33 0.48
H -5.86 -0.49 -0.38
H -4.86 1.70 -0.87
H -2.46 2.07 -0.53
H 1.83 -0.65 0.21
H 3.99 -0.13 1.48
H 4.04 1.27 0.38
H 5.41 -0.58 -0.56
H 3.98 -0.33 -1.58
H 4.23 -2.35 0.36
*
```



Entry from the OMol25 dataset: C11H13NO3Ru as an isolated structure in a non-equilibrium geometry (ωB97M-V/def2-TZVPD).

The calculation puts the relative energy (zero: lowest compared OMol25 entry of this formula, charge and spin) at 9.04 kcal per mole. As for the HOMO energy (spin up / spin down): -15.87 / -15.88 eV. For the total energy, the calculation gives -801.6590 Ha.

```
! RIJCOSX wB97M-V def2-TZVPD def2/J DEFGRID3
* xyz 2 1
Ru -0.45 -1.15 -0.21
N -0.91 -4.10 2.28
C -0.77 -3.25 1.31
O -0.64 -1.99 1.54
C -0.77 -3.60 -0.16
C -1.67 -2.60 -0.88
H -0.90 -3.78 3.24
H -1.04 -5.09 2.11
H -0.94 -4.65 -0.41
H 0.27 -3.43 -0.50
H -2.65 -2.42 -0.44
H -1.73 -2.74 -1.96
C -1.65 2.72 0.86
C -0.80 1.65 0.27
O -1.35 0.50 0.22
C 0.52 1.90 -0.25
C 1.02 3.22 -0.18
C 2.23 3.55 -0.74
C 2.97 2.58 -1.42
C 2.52 1.28 -1.51
C 1.31 0.93 -0.92
O 0.99 -0.39 -1.05
H -2.61 2.30 1.17
H -1.82 3.51 0.13
H -1.15 3.15 1.73
H 0.44 3.98 0.33
H 2.60 4.56 -0.67
H 3.91 2.84 -1.88
H 3.09 0.52 -2.02
*
```



Entry from the OMol25 dataset: a 2-piece molecular cluster, C11H13P overall in a non-equilibrium geometry (ωB97M-V/def2-TZVPD).

The calculation puts the relative energy (zero: lowest compared OMol25 entry of this formula, charge and spin) at 91.38 kcal per mole. As for the HOMO energy (spin up / spin down): -7.72 / -7.72 eV. For the total energy, the calculation gives -768.0793 Ha.

```
! RIJCOSX wB97M-V def2-TZVPD def2/J DEFGRID3
* xyz 0 1
C 1.62 -1.91 0.01
C 0.45 -1.26 0.11
C 0.69 0.22 0.13
C -0.98 -1.42 0.08
C -0.69 0.90 0.24
C -1.60 -0.21 0.14
C 1.98 0.60 0.06
C 3.26 2.73 -0.23
C -1.70 -2.69 -0.02
C -0.84 2.24 0.32
C -3.09 -0.02 0.09
P 3.04 -0.88 0.26
H 1.78 -3.00 0.08
H 3.02 3.26 0.70
H 2.81 3.14 -1.09
H -1.35 -3.09 -1.03
H -2.75 -2.58 0.13
H -1.41 -3.45 0.70
H 0.01 2.99 0.30
H 4.38 2.57 -0.47
H -1.83 2.60 0.51
H -3.36 1.05 0.21
H -3.64 -0.60 0.82
H -3.39 -0.28 -0.99
H 3.60 -0.92 -1.07
*
```



Entry from the OMol25 dataset: a 2-piece molecular cluster, C11H13P overall in a non-equilibrium geometry (ωB97M-V/def2-TZVPD).

The calculation puts the relative energy (zero: lowest compared OMol25 entry of this formula, charge and spin) at 180.11 kcal per mole. As for the HOMO energy (spin up / spin down): -7.59 / -8.19 eV. For the total energy, the calculation gives -767.9379 Ha.

```
! RIJCOSX wB97M-V def2-TZVPD def2/J DEFGRID3
* xyz 0 1
C -1.87 -2.57 -0.14
C -1.96 1.84 -0.91
C 1.83 -0.82 1.65
C -2.10 -1.36 0.21
C -1.89 1.27 0.23
C 0.82 -0.34 1.03
C -2.58 -1.70 -1.21
C -1.68 2.76 0.26
C 3.10 -0.59 0.91
C 1.10 0.29 -0.35
C 2.68 0.28 -0.34
P -1.96 -0.06 1.35
H -1.42 -3.50 -0.02
H -2.16 1.77 -2.00
H 1.91 -1.30 2.51
H -1.94 -1.59 -2.00
H -3.60 -1.69 -1.27
H -0.77 3.32 0.18
H -2.63 3.32 0.68
H 3.83 -0.02 1.41
H 3.52 -1.52 0.75
H 0.64 -0.21 -1.19
H 0.70 1.25 -0.30
H 3.29 1.26 -0.23
H 3.14 -0.11 -1.20
*
```



Entry from the OMol25 dataset: C11H13P in the gas phase in a non-equilibrium geometry (ωB97M-V/def2-TZVPD).

The calculation puts the relative energy (zero: lowest compared OMol25 entry of this formula, charge and spin) at 110.87 kcal per mole. As for the HOMO energy (spin up / spin down): -8.74 / -7.37 eV. For the total energy, the calculation gives -768.0482 Ha.

```
! RIJCOSX wB97M-V def2-TZVPD def2/J DEFGRID3
* xyz 0 1
C 3.69 0.41 0.07
C 3.35 -0.79 0.74
C 2.70 1.28 -0.36
C 1.98 -1.13 0.74
C 1.33 1.06 -0.11
C 1.01 -0.17 0.41
C 0.33 2.14 -0.50
C -2.62 -0.29 1.20
C -2.53 -0.45 -0.28
C -1.76 0.60 0.41
C -1.74 -1.65 -0.84
P -1.30 2.28 0.36
H 4.68 0.56 -0.03
H 4.20 -1.48 1.05
H 2.88 2.10 -0.86
H 1.83 -2.09 1.11
H 0.91 3.18 -0.35
H 0.20 2.01 -1.52
H -3.56 0.18 1.59
H -1.93 -1.01 1.87
H -3.47 -0.11 -0.97
H -1.83 -1.61 -2.05
H -2.20 -2.57 -0.52
H -0.56 -1.53 -0.60
H -0.86 2.39 1.63
*
```



Entry from the OMol25 dataset: C11H14AlClF4NO8S as an isolated structure (ωB97M-V/def2-TZVPD).

As for the HOMO energy: -6.00 eV. For the total energy, the calculation gives -2584.7369 Ha.

```
! RIJCOSX wB97M-V def2-TZVPD def2/J DEFGRID3
* xyz -1 1
O 1.41 1.67 0.78
C 0.38 1.86 1.35
F 0.38 2.62 2.48
N -0.90 1.46 1.04
C -1.49 0.40 1.88
O -0.75 -0.12 2.69
Al -3.45 -0.10 1.60
Cl -4.04 -1.34 3.26
S -4.74 1.92 1.63
O -3.94 3.13 1.80
O -5.66 1.87 0.51
C -5.94 1.96 3.07
F -6.84 2.93 2.90
F -6.59 0.80 3.16
F -5.32 2.18 4.24
H -0.91 1.17 0.06
H -3.58 -0.83 0.24
O -2.43 -0.37 -1.97
C -1.50 -1.10 -1.87
O -0.52 -0.83 -0.98
C 0.55 -1.78 -1.07
C -0.08 -3.01 -1.72
C -1.15 -2.39 -2.61
H 1.34 -1.34 -1.67
H 0.93 -1.95 -0.06
H 0.65 -3.63 -2.24
H -0.55 -3.63 -0.95
H -0.77 -2.12 -3.60
H -2.04 -3.00 -2.73
O 3.15 0.36 -2.98
C 3.83 0.32 -1.99
O 3.38 -0.24 -0.84
C 4.35 -0.09 0.21
C 5.68 0.13 -0.51
C 5.23 0.85 -1.78
H 4.05 0.77 0.81
H 4.32 -0.98 0.83
H 6.40 0.69 0.10
H 6.13 -0.83 -0.76
H 5.17 1.93 -1.65
H 5.85 0.63 -2.65
*
```